1) This record from the Open Molecules 2025 dataset describes a 3-piece molecular cluster, C3H7O2 overall. The level of theory is ωB97M-V with the def2-TZVPD basis set.

Computed properties:
HOMO-LUMO gap in eV: 6.58
E_HOMO in eV: -2.66

The geometry in ORCA input format:
```
! RIJCOSX wB97M-V def2-TZVPD def2/J DEFGRID3
* xyz -1 1
C 0.15 1.22 0.29
O 0.94 2.24 0.36
H -0.89 1.60 0.37
H 0.40 0.28 -0.29
H 5.84 3.00 -2.11
C -2.34 -2.32 0.95
C -1.63 -1.30 0.37
O -1.28 -1.22 -0.93
H -2.39 -2.64 2.03
H -2.70 -3.08 0.31
H -1.30 -0.42 1.00
H 5.19 2.65 -2.33
*
```

2) This record from the Open Molecules 2025 dataset describes a 2-piece molecular cluster, C3H7O2 overall. The level of theory is ωB97M-V with the def2-TZVPD basis set.

Computed properties:
HOMO-LUMO gap in eV: 8.34
E_HOMO in eV: -3.83

The geometry in ORCA input format:
```
! RIJCOSX wB97M-V def2-TZVPD def2/J DEFGRID3
* xyz -1 1
C -1.42 -0.22 -2.59
H -0.69 0.35 -2.04
H -1.51 -1.17 -2.07
H -1.07 -0.35 -3.62
H -2.39 0.29 -2.61
O 0.55 -0.99 0.04
C 0.36 0.06 0.69
O -0.54 0.92 0.52
C 1.34 0.33 1.87
H 1.25 1.36 2.19
H 1.12 -0.33 2.71
H 2.36 0.11 1.54
*
```

Quick look at relative energies in kJ/mol: 1) 401.0; 2) 0.0.

1) This record from the Open Molecules 2025 dataset describes C4H28BO22 as an isolated structure. The level of theory is ωB97M-V with the def2-TZVPD basis set.

Computed properties:
HOMO-LUMO gap in eV: 9.16
E_HOMO in eV: -7.54

The geometry in ORCA input format:
```
! RIJCOSX wB97M-V def2-TZVPD def2/J DEFGRID3
* xyz -1 1
O -0.50 -2.92 -2.12
C -0.02 -2.05 -1.36
O 1.20 -1.88 -1.26
B 1.37 -0.77 -0.24
O -0.01 -0.55 0.26
C -0.74 -1.41 -0.32
O -1.93 -1.40 -0.23
O 1.88 0.46 -0.83
C 2.94 0.78 -0.29
O 3.78 1.57 -0.67
C 3.15 -0.20 0.76
O 2.30 -1.11 0.80
O 3.86 -0.09 1.74
O -1.08 1.84 1.92
H -2.01 2.07 2.09
H -1.15 1.57 1.04
O -1.33 2.11 -1.04
H -0.87 2.90 -0.94
H -0.76 1.56 -1.62
O -2.81 -0.59 2.45
H -2.85 -0.15 1.58
H -1.97 -0.40 2.88
O 4.52 2.73 3.36
H 5.08 2.02 3.04
H 4.95 3.46 3.00
O -3.47 -1.94 -2.34
H -4.41 -1.77 -2.20
H -3.02 -1.90 -1.52
O -0.03 0.62 -3.11
H 0.82 0.46 -2.78
H 0.07 1.19 -3.86
O -3.30 -3.39 1.81
H -3.37 -2.46 2.09
H -3.04 -3.27 0.84
O -1.15 -2.47 -4.63
H -0.96 -2.54 -3.70
H -2.12 -2.42 -4.72
O -2.86 -4.20 -0.99
H -3.68 -4.46 -1.48
H -2.13 -4.13 -1.62
O 2.42 -0.14 4.08
H 1.55 0.20 3.79
H 2.86 -0.16 3.22
O -3.60 0.98 0.07
H -2.85 1.33 -0.38
H -4.29 1.67 0.11
O 2.60 3.30 -2.47
H 3.25 2.70 -2.11
H 2.15 3.53 -1.65
O 4.13 4.22 0.18
H 3.91 3.29 0.10
H 3.79 4.42 1.08
O -0.11 -0.63 3.12
H 0.01 -1.51 2.79
H -0.16 -0.07 2.34
*
```

2) This record from the Open Molecules 2025 dataset describes C4H28BO22 as an isolated structure. The level of theory is ωB97M-V with the def2-TZVPD basis set.

Computed properties:
HOMO-LUMO gap in eV: 8.90
E_HOMO in eV: -7.87

The geometry in ORCA input format:
```
! RIJCOSX wB97M-V def2-TZVPD def2/J DEFGRID3
* xyz -1 1
O -3.08 2.85 -0.99
C -2.33 2.12 -0.28
O -2.61 0.94 0.12
B -1.35 0.32 0.57
O -0.37 1.40 0.44
C -0.94 2.37 -0.08
O -0.22 3.14 -0.72
O -0.96 -0.83 -0.31
C -1.22 -1.82 0.38
O -1.21 -2.92 -0.03
C -1.40 -1.54 1.75
O -1.50 -0.26 1.93
O -1.19 -2.29 2.63
O 1.99 5.15 0.28
H 1.18 4.84 0.65
H 2.66 4.85 0.90
O 0.82 -3.77 -2.08
H 0.31 -4.35 -1.47
H 1.71 -3.80 -1.82
O 1.61 -3.76 1.54
H 2.00 -2.92 1.73
H 1.15 -3.98 2.33
O 0.98 5.04 -2.42
H 0.93 4.94 -1.48
H 1.53 4.30 -2.70
O -0.54 -5.53 -0.24
H 0.16 -5.75 0.40
H -0.88 -4.73 0.14
O 2.20 2.03 1.89
H 2.90 2.71 1.81
H 1.46 2.33 1.38
O 0.63 1.00 3.89
H 0.87 1.61 3.20
H 0.27 0.24 3.45
O 1.59 -1.01 -1.41
H 0.66 -1.11 -1.69
H 1.96 -1.88 -1.49
O 1.93 1.60 -1.28
H 1.12 2.03 -1.08
H 1.69 0.68 -1.40
O -2.08 -3.43 -2.61
H -2.69 -2.67 -2.48
H -1.59 -3.38 -1.81
O -1.74 4.86 -2.85
H -2.20 4.16 -2.31
H -0.86 4.92 -2.49
O -3.37 1.63 -3.34
H -2.45 1.38 -3.27
H -3.41 2.15 -2.57
O 0.10 -4.30 4.08
H 0.68 -3.85 4.68
H -0.52 -3.68 3.71
O 1.80 -0.91 1.22
H 2.05 0.02 1.31
H 1.77 -1.15 0.28
*
```

Quick look at relative energies in kJ/mol: 1) 6.4; 2) 0.0.

1) This record from the Open Molecules 2025 dataset describes a 2-piece molecular cluster, CH2ClNO overall. The level of theory is ωB97M-V with the def2-TZVPD basis set.

Computed properties:
HOMO-LUMO gap in eV: 8.29
E_HOMO in eV: -9.82

The geometry in ORCA input format:
```
! RIJCOSX wB97M-V def2-TZVPD def2/J DEFGRID3
* xyz 0 1
C -0.66 -0.05 -0.26
N -1.12 -1.34 -0.15
O -2.27 -1.52 0.18
Cl -1.88 1.25 -0.03
H 0.01 0.01 -1.02
H 0.32 0.27 1.08
*
```

2) This record from the Open Molecules 2025 dataset describes CH2ClNO as an isolated structure. The level of theory is ωB97M-V with the def2-TZVPD basis set.

Computed properties:
HOMO-LUMO gap in eV: 8.57
E_HOMO in eV: -8.73

The geometry in ORCA input format:
```
! RIJCOSX wB97M-V def2-TZVPD def2/J DEFGRID3
* xyz 0 1
C -0.26 -0.37 0.20
N 1.07 -1.67 0.31
O 2.05 -1.37 -0.25
Cl -1.77 -1.18 -0.08
H -0.05 0.04 -0.79
H -0.07 0.05 1.23
*
```

Quick look at relative energies in kJ/mol: 1) 149.7; 2) 0.0.